Record 1
Formula: C60H48Cl2F2NP3SeSiTi
Source: the Open Molecules 2025 dataset
Level of theory: ωB97M-V/def2-TZVPD

```
119
Properties=species:S:1:pos:R:3:mulliken_spin:R:1
Ti 1.079 0.421 -0.748 1.520
C -6.777 -2.003 -2.203 0.000
C -6.555 -0.790 -2.845 0.000
C -5.306 -0.192 -2.810 0.001
C -4.247 -0.785 -2.114 0.005
C -4.471 -2.029 -1.528 -0.001
C -5.719 -2.632 -1.562 0.000
P -2.592 -0.017 -1.802 0.040
C -2.370 0.882 -3.386 -0.026
C -1.737 2.125 -3.396 0.045
C -1.489 2.771 -4.597 0.004
C -1.842 2.179 -5.802 0.001
C -2.437 0.925 -5.801 0.002
C -2.689 0.275 -4.602 0.006
C -3.068 1.353 -0.665 -0.027
C -4.040 2.285 -1.024 -0.001
C -4.363 3.333 -0.181 0.002
C -3.710 3.464 1.032 -0.002
C -2.730 2.555 1.386 0.006
C -2.386 1.473 0.570 -0.025
Si -0.817 0.385 0.909 0.031
C -1.633 -1.310 1.371 -0.031
C -2.891 -1.363 1.979 0.007
C -3.503 -2.563 2.305 0.005
C -2.873 -3.758 1.980 0.000
C -1.629 -3.736 1.373 -0.010
C -0.987 -2.525 1.084 0.023
P 0.751 -2.515 0.460 0.085
C 1.285 -4.059 1.351 0.058
C 1.329 -5.355 0.825 0.005
C 1.624 -6.443 1.633 -0.002
C 1.891 -6.266 2.984 0.009
C 1.858 -4.984 3.517 -0.005
C 1.550 -3.902 2.712 0.019
C 0.542 -3.273 -1.212 -0.069
C 1.673 -3.782 -1.856 0.008
C 1.591 -4.297 -3.140 0.004
C 0.376 -4.300 -3.812 -0.003
C -0.752 -3.797 -3.182 0.005
C -0.669 -3.289 -1.894 0.015
C -0.244 0.958 2.676 -0.004
C -1.145 1.219 3.711 0.019
C -0.749 1.822 4.896 0.003
C 0.573 2.217 5.057 0.001
C 1.498 1.928 4.071 -0.013
C 1.107 1.267 2.899 -0.038
P 2.363 0.687 1.697 0.103
C 3.324 -0.527 2.694 0.003
C 4.185 -1.380 1.994 0.033
C 4.898 -2.375 2.639 0.003
C 4.771 -2.548 4.010 -0.001
C 3.925 -1.707 4.719 0.000
C 3.197 -0.722 4.070 -0.003
C 3.523 2.117 1.737 0.001
C 3.029 3.351 1.309 0.007
C 3.856 4.460 1.271 -0.002
C 5.190 4.355 1.647 -0.002
C 5.694 3.126 2.045 0.003
C 4.868 2.011 2.086 -0.003
H -7.762 -2.454 -2.212 0.000
H -7.370 -0.306 -3.372 0.000
H -5.146 0.733 -3.348 0.000
H -3.649 -2.531 -1.036 -0.002
H -5.871 -3.593 -1.083 0.000
H -1.439 2.581 -2.455 -0.007
H -1.022 3.749 -4.594 -0.001
H -1.637 2.680 -6.741 0.000
H -2.710 0.451 -6.738 0.000
H -3.143 -0.709 -4.607 0.000
H -4.529 2.220 -1.988 -0.001
H -5.097 4.069 -0.491 0.000
H -3.933 4.302 1.682 0.000
H -2.182 2.712 2.306 0.001
H -3.416 -0.434 2.180 -0.002
H -4.483 -2.571 2.769 0.000
H -3.353 -4.706 2.200 0.000
H -1.150 -4.676 1.130 0.003
H 1.104 -5.518 -0.220 0.005
H 1.628 -7.441 1.209 0.000
H 2.104 -7.120 3.617 0.001
H 2.073 -4.832 4.569 0.000
H 1.491 -2.909 3.143 0.016
H 2.618 -3.793 -1.328 0.003
H 2.480 -4.696 -3.618 0.000
H 0.309 -4.692 -4.821 0.000
H -1.705 -3.796 -3.697 0.000
H -1.555 -2.899 -1.416 0.006
H -2.187 0.949 3.581 0.000
H -1.475 2.013 5.680 0.001
H 0.881 2.732 5.961 0.000
H 2.532 2.229 4.199 0.001
H 4.304 -1.242 0.929 -0.021
H 5.551 -3.023 2.067 0.000
H 5.308 -3.341 4.516 0.000
H 3.827 -1.827 5.792 0.000
H 2.519 -0.100 4.641 0.000
H 1.994 3.432 0.986 0.018
H 3.460 5.411 0.934 0.000
H 5.839 5.223 1.614 0.000
H 6.739 3.033 2.322 0.000
H 5.267 1.054 2.399 -0.002
F 2.356 1.615 -1.117 0.002
Cl 5.217 -2.313 -3.286 0.010
C 3.786 -1.250 -3.137 0.044
Cl 3.321 -0.973 -1.455 0.028
H 2.957 -1.743 -3.633 -0.002
H 4.036 -0.296 -3.583 -0.004
Se -0.114 3.685 -0.670 0.026
C 0.272 5.361 -1.428 0.017
C 0.449 5.541 -2.810 -0.003
C 0.719 6.800 -3.309 0.001
N 0.829 7.906 -2.565 0.001
C 0.653 7.734 -1.250 0.000
C 0.379 6.524 -0.645 0.001
H 0.379 4.685 -3.468 0.001
H 0.861 6.949 -4.377 0.000
H 0.738 8.637 -0.648 0.000
H 0.244 6.463 0.427 0.001
F 0.579 -0.407 -2.247 0.044
```

Output
spin multiplicity	3
max |F|	2.5	eV/Å
calculated total energy	-8054.67643	Ha
energy relative to the best compared isomer or geometry (same formula, charge and spin)	0.00	kcal per mole
total charge	-2
LUMO (alpha / beta)	3.89 / 3.87	eV

Record 2
Formula: C60H48O2P2RhS5
Source: the Open Molecules 2025 dataset
Level of theory: ωB97M-V/def2-TZVPD

```
118
Properties=species:S:1:pos:R:3:lowdin_charge:R:1
Rh 0.948 -0.604 1.213 0.367
C -5.986 4.364 1.021 -0.040
C -5.021 3.238 0.775 -0.255
C -3.731 3.497 0.309 -0.018
C -2.822 2.473 0.111 -0.051
C -3.219 1.170 0.382 -0.369
C -4.488 0.882 0.859 -0.062
C -5.386 1.922 1.043 -0.025
S -2.101 -0.180 0.170 1.092
O -0.716 0.458 0.279 -0.612
C -2.253 -0.537 -1.571 -0.295
C -1.739 0.402 -2.495 -0.038
C -1.739 0.096 -3.819 0.005
C -2.225 -1.159 -4.276 -0.142
C -2.201 -1.498 -5.650 -0.021
C -2.622 -2.725 -6.071 -0.057
C -3.093 -3.674 -5.138 -0.054
C -3.141 -3.372 -3.808 -0.012
C -2.715 -2.101 -3.343 -0.107
C -2.718 -1.768 -1.954 -0.167
C -3.132 -2.786 -0.941 -0.166
C -4.516 -3.062 -0.722 -0.111
C -5.535 -2.443 -1.490 -0.012
C -6.851 -2.691 -1.225 -0.056
C -7.218 -3.567 -0.180 -0.059
C -6.258 -4.175 0.575 -0.022
C -4.885 -3.937 0.326 -0.144
C -3.879 -4.529 1.137 0.003
C -2.565 -4.260 0.924 -0.034
C -2.202 -3.391 -0.132 -0.304
S -0.498 -2.916 -0.318 1.022
O -0.123 -2.469 1.102 -0.630
C 0.303 -4.465 -0.585 -0.392
C 0.364 -4.938 -1.886 -0.061
C 0.999 -6.146 -2.125 -0.024
C 1.580 -6.869 -1.085 -0.254
C 2.270 -8.179 -1.345 -0.040
C 1.517 -6.353 0.209 -0.016
C 0.882 -5.152 0.472 -0.053
H -5.771 5.217 0.379 0.081
H -5.918 4.704 2.057 0.091
H -7.014 4.049 0.846 0.083
H -3.438 4.518 0.096 0.120
H -1.816 2.680 -0.234 0.105
H -4.774 -0.141 1.077 0.114
H -6.382 1.707 1.410 0.121
H -1.341 1.344 -2.140 0.102
H -1.355 0.803 -4.544 0.122
H -1.835 -0.766 -6.360 0.118
H -2.590 -2.979 -7.122 0.111
H -3.420 -4.646 -5.483 0.111
H -3.509 -4.101 -3.098 0.121
H -5.260 -1.768 -2.291 0.121
H -7.620 -2.216 -1.819 0.110
H -8.265 -3.749 0.022 0.111
H -6.532 -4.843 1.382 0.118
H -4.179 -5.196 1.936 0.123
H -1.795 -4.687 1.553 0.118
H -0.073 -4.373 -2.702 0.113
H 1.060 -6.526 -3.137 0.118
H 2.362 -8.375 -2.411 0.078
H 1.711 -9.002 -0.896 0.089
H 3.268 -8.185 -0.907 0.087
H 1.983 -6.897 1.022 0.124
H 0.860 -4.731 1.469 0.114
S 5.156 -2.095 0.808 0.596
C 3.598 -1.735 0.963 -1.765
S 2.621 -1.565 2.394 0.555
S 2.457 -1.326 -0.297 0.581
C 3.173 1.953 2.216 -0.493
P 1.577 1.545 1.476 0.908
C 0.330 2.004 2.722 -0.322
C -0.045 3.298 3.075 -0.068
C -1.040 3.507 4.019 -0.062
C -1.661 2.432 4.635 -0.064
C -1.278 1.137 4.318 -0.058
C -0.289 0.932 3.370 -0.112
C 1.427 2.556 -0.027 -0.344
C 1.550 1.921 -1.261 -0.123
C 1.442 2.646 -2.440 -0.074
C 1.207 4.010 -2.400 -0.070
C 1.101 4.655 -1.176 -0.067
C 1.216 3.936 0.002 -0.080
P 4.545 1.740 0.980 1.041
C 6.005 1.790 2.083 -0.380
C 7.231 1.528 1.472 -0.105
C 8.411 1.606 2.192 -0.076
C 8.382 1.937 3.540 -0.081
C 7.168 2.184 4.161 -0.079
C 5.985 2.109 3.437 -0.098
C 4.619 3.444 0.293 -0.385
C 4.662 4.589 1.088 -0.095
C 4.743 5.846 0.512 -0.077
C 4.796 5.973 -0.872 -0.083
C 4.777 4.842 -1.671 -0.083
C 4.689 3.582 -1.089 -0.111
H 3.325 1.225 3.018 0.036
H 3.124 2.955 2.652 0.057
H 0.433 4.156 2.630 0.087
H -1.329 4.518 4.274 0.111
H -2.435 2.602 5.372 0.111
H -1.740 0.292 4.810 0.114
H -0.006 -0.103 3.161 0.074
H 1.733 0.859 -1.304 0.026
H 1.550 2.136 -3.389 0.112
H 1.122 4.576 -3.319 0.110
H 0.942 5.725 -1.135 0.112
H 1.168 4.474 0.935 0.087
H 7.259 1.258 0.421 0.104
H 9.354 1.398 1.703 0.106
H 9.303 1.996 4.104 0.105
H 7.138 2.439 5.213 0.105
H 5.050 2.300 3.949 0.091
H 4.661 4.501 2.169 0.101
H 4.782 6.727 1.140 0.105
H 4.864 6.955 -1.323 0.105
H 4.833 4.935 -2.748 0.106
H 4.671 2.696 -1.714 0.101
```

Output
max |F|	0.8	eV/Å
calculated total energy	-5249.75234	Ha
energy relative to the best compared isomer or geometry (same formula, charge and spin)	0.00	kcal per mole
total charge	+1
LUMO	-2.71	eV

Record 3
Formula: C60H49AlN2O6P2S
Source: the Open Molecules 2025 dataset
Level of theory: ωB97M-V/def2-TZVPD

```
121
Properties=species:S:1:pos:R:3:lowdin_charge:R:1
Al -0.508 -0.811 0.786 0.069
C 0.486 -4.562 -5.076 -0.008
C 0.186 -4.685 -3.572 -0.421
C 0.065 -6.172 -3.183 -0.008
C 1.326 -4.034 -2.787 -0.077
C 2.634 -4.505 -2.871 0.007
C 3.682 -3.886 -2.205 -0.038
C 3.447 -2.769 -1.415 -0.066
C 2.153 -2.284 -1.290 -0.245
P 1.691 -0.775 -0.370 1.155
C 1.723 0.573 -1.583 -0.345
C 0.937 1.702 -1.334 -0.107
C 0.972 2.786 -2.197 -0.076
C 1.781 2.740 -3.323 -0.053
C 2.554 1.613 -3.585 -0.047
C 2.530 0.530 -2.718 -0.052
C 3.119 -0.471 0.706 -0.350
C 3.733 0.776 0.747 -0.081
C 4.867 0.966 1.529 -0.059
C 5.396 -0.090 2.258 -0.049
C 4.779 -1.336 2.226 -0.053
C 3.637 -1.524 1.466 -0.112
C 1.129 -2.927 -1.983 -0.186
O -0.096 -2.346 -1.813 -0.046
C -1.202 -2.888 -2.417 -0.196
C -2.385 -2.222 -2.116 -0.245
C -3.565 -2.657 -2.701 -0.041
C -3.532 -3.741 -3.567 -0.038
C -2.334 -4.386 -3.835 0.005
C -1.131 -3.975 -3.266 -0.083
P -2.270 -0.837 -0.938 1.167
C -3.904 -0.807 -0.146 -0.356
C -4.970 -0.041 -0.608 -0.081
C -6.218 -0.162 -0.007 -0.055
C -6.405 -1.043 1.050 -0.057
C -5.342 -1.810 1.516 -0.059
C -4.094 -1.692 0.922 -0.089
C -2.147 0.659 -1.963 -0.331
C -2.496 1.904 -1.431 -0.098
C -2.397 3.045 -2.216 -0.071
C -1.928 2.957 -3.522 -0.076
C -1.554 1.725 -4.045 -0.060
C -1.664 0.578 -3.269 -0.059
H 1.418 -5.077 -5.328 0.091
H 0.582 -3.513 -5.370 0.101
H -0.317 -5.013 -5.667 0.092
H 0.989 -6.710 -3.407 0.088
H -0.742 -6.657 -3.740 0.089
H -0.143 -6.274 -2.116 0.101
H 2.845 -5.374 -3.488 0.126
H 4.688 -4.277 -2.303 0.119
H 4.270 -2.277 -0.913 0.113
H 0.282 1.726 -0.464 0.082
H 0.358 3.656 -2.001 0.102
H 1.806 3.580 -4.007 0.118
H 3.180 1.579 -4.468 0.115
H 3.140 -0.342 -2.927 0.114
H 3.352 1.593 0.138 0.101
H 5.355 1.935 1.553 0.103
H 6.293 0.055 2.852 0.119
H 5.187 -2.160 2.802 0.121
H 3.157 -2.497 1.443 0.120
H -4.501 -2.163 -2.475 0.116
H -4.447 -4.089 -4.033 0.119
H -2.333 -5.232 -4.514 0.124
H -4.836 0.646 -1.436 0.111
H -7.049 0.435 -0.369 0.116
H -7.383 -1.139 1.508 0.116
H -5.490 -2.496 2.343 0.115
H -3.264 -2.293 1.276 0.096
H -2.871 1.979 -0.415 0.103
H -2.709 4.005 -1.813 0.114
H -1.867 3.849 -4.138 0.119
H -1.189 1.654 -5.064 0.119
H -1.387 -0.386 -3.686 0.113
O -0.795 -2.491 1.536 0.029
C -0.199 -2.182 2.649 -0.399
N 0.506 -1.075 2.637 -0.009
S 0.907 -0.618 4.202 0.691
O 0.029 0.456 4.574 -0.247
O 2.313 -0.429 4.328 -0.249
C 0.334 -2.138 4.921 -0.192
C 0.382 -2.554 6.232 -0.005
C -0.245 -3.761 6.535 -0.026
C -0.902 -4.503 5.556 -0.030
C -0.937 -4.069 4.235 0.023
C -0.301 -2.881 3.935 -0.127
H 0.885 -1.972 6.998 0.135
H -0.221 -4.125 7.555 0.123
H -1.396 -5.430 5.830 0.121
H -1.433 -4.644 3.460 0.132
C 4.782 5.369 1.350 -0.023
O 3.480 4.784 1.533 -0.095
C 2.416 5.432 1.016 -0.229
C 2.469 6.641 0.345 0.008
C 1.300 7.190 -0.162 -0.041
C 0.084 6.540 -0.003 -0.061
C 0.027 5.333 0.674 -0.015
C 1.193 4.782 1.191 -0.121
N 1.330 3.494 1.818 0.187
C 0.493 2.579 2.183 0.044
C -0.927 2.706 2.395 -0.140
C -1.446 3.818 3.081 -0.022
C -2.769 3.846 3.450 -0.049
C -3.593 2.758 3.132 -0.022
C -3.096 1.657 2.457 0.022
C -1.756 1.622 2.081 -0.291
O -1.262 0.603 1.401 -0.070
H 4.857 6.311 1.892 0.107
H 4.990 5.531 0.292 0.104
H 5.492 4.661 1.759 0.091
H 3.407 7.169 0.233 0.118
H 1.347 8.140 -0.682 0.122
H -0.822 6.980 -0.400 0.115
H -0.922 4.838 0.811 0.108
H 2.312 3.253 1.917 0.150
H 0.947 1.628 2.445 0.129
H -0.784 4.636 3.348 0.131
H -3.165 4.690 4.002 0.118
H -4.639 2.777 3.421 0.122
H -3.731 0.810 2.213 0.116
```

Output
max |F|	0.6	eV/Å
calculated total energy	-4199.83233	Ha
total charge	+2
LUMO	-5.45	eV

Record 4
Formula: C60H50Cl2NOP3SiV
Source: the Open Molecules 2025 dataset
Level of theory: ωB97M-V/def2-TZVPD

```
119
Properties=species:S:1:pos:R:3:mulliken_spin:R:1
V -0.172 -0.093 0.631 2.221
C 3.040 -1.296 5.866 -0.003
C 1.771 -1.827 5.718 0.004
C 1.227 -2.006 4.458 -0.001
C 1.931 -1.627 3.318 0.007
C 3.206 -1.083 3.479 -0.002
C 3.760 -0.938 4.739 0.003
P 1.242 -1.756 1.605 0.274
C 0.337 -3.331 1.782 -0.020
C -0.894 -3.240 2.437 0.065
C -1.630 -4.376 2.714 0.034
C -1.166 -5.616 2.307 0.002
C 0.014 -5.705 1.589 0.001
C 0.762 -4.571 1.319 0.012
C 2.849 -2.017 0.791 -0.028
C 3.717 -3.053 1.121 0.000
C 5.014 -3.045 0.639 0.000
C 5.459 -1.975 -0.120 0.000
C 4.601 -0.931 -0.418 -0.001
C 3.287 -0.937 0.022 0.012
Si 1.891 0.264 -0.507 -0.057
C 1.833 -0.499 -2.298 0.012
C 2.825 -0.350 -3.261 0.005
C 2.668 -0.876 -4.529 0.000
C 1.524 -1.592 -4.857 0.000
C 0.531 -1.760 -3.915 -0.005
C 0.692 -1.209 -2.644 0.044
P -0.630 -1.233 -1.403 0.315
C -1.924 -0.656 -2.584 0.000
C -3.169 -1.239 -2.792 -0.013
C -4.034 -0.707 -3.737 0.003
C -3.657 0.388 -4.493 -0.001
C -2.417 0.973 -4.291 0.003
C -1.563 0.466 -3.332 0.020
C -0.996 -3.020 -1.276 -0.029
C -2.145 -3.459 -0.619 0.022
C -2.446 -4.807 -0.573 0.007
C -1.592 -5.734 -1.146 -0.001
C -0.409 -5.308 -1.726 0.001
C -0.105 -3.962 -1.783 0.007
C 1.979 2.023 -1.211 0.010
C 3.107 2.574 -1.800 -0.004
C 2.999 3.605 -2.719 0.001
C 1.741 4.010 -3.126 -0.002
C 0.615 3.503 -2.496 -0.006
C 0.714 2.575 -1.462 -0.059
P -0.776 2.085 -0.238 0.166
C -2.000 3.146 -1.176 -0.003
C -1.891 4.534 -1.148 0.007
C -2.878 5.336 -1.695 -0.002
C -3.995 4.760 -2.277 0.003
C -4.127 3.382 -2.293 -0.003
C -3.146 2.585 -1.736 0.017
C -2.487 1.661 0.788 -0.033
C -3.387 2.610 1.284 -0.004
C -4.644 2.258 1.734 0.000
C -5.053 0.934 1.704 0.002
C -4.189 -0.023 1.205 0.019
C -2.936 0.346 0.739 -0.010
H 3.470 -1.176 6.850 0.000
H 1.197 -2.106 6.590 0.000
H 0.246 -2.451 4.376 -0.005
H 3.777 -0.765 2.620 0.000
H 4.760 -0.539 4.844 0.000
H -1.280 -2.269 2.727 -0.053
H -2.568 -4.296 3.244 0.000
H -1.736 -6.506 2.533 0.000
H 0.354 -6.669 1.239 0.000
H 1.664 -4.650 0.730 0.000
H 3.395 -3.845 1.783 0.000
H 5.684 -3.858 0.881 0.000
H 6.483 -1.954 -0.466 0.000
H 4.966 -0.094 -0.993 0.000
H 3.721 0.203 -3.021 0.001
H 3.434 -0.720 -5.274 0.000
H 1.409 -2.005 -5.849 0.000
H -0.372 -2.303 -4.160 0.001
H -3.465 -2.117 -2.235 0.002
H -5.005 -1.156 -3.889 0.000
H -4.331 0.786 -5.235 0.000
H -2.122 1.829 -4.877 0.000
H -0.604 0.940 -3.157 -0.011
H -2.803 -2.744 -0.136 -0.022
H -3.350 -5.138 -0.084 0.000
H -1.838 -6.784 -1.121 0.000
H 0.282 -6.027 -2.137 0.000
H 0.828 -3.640 -2.223 0.001
H 4.084 2.197 -1.539 0.000
H 3.880 4.053 -3.155 0.000
H 1.627 4.738 -3.918 0.000
H -0.356 3.845 -2.822 -0.001
H -1.023 5.003 -0.705 0.003
H -2.769 6.412 -1.660 0.000
H -4.756 5.386 -2.716 0.000
H -5.007 2.926 -2.727 0.000
H -3.286 1.515 -1.724 0.004
H -3.089 3.652 1.320 -0.002
H -5.305 3.026 2.108 0.000
H -6.037 0.657 2.056 0.000
H -4.487 -1.063 1.179 0.003
H -2.304 -0.438 0.305 0.022
Cl -0.541 0.261 2.840 0.007
C 2.794 2.182 3.075 0.005
O 2.162 1.449 2.052 0.038
H 3.043 1.532 3.921 0.000
H 2.153 2.995 3.435 0.001
H 3.710 2.601 2.660 0.000
H 1.359 1.048 2.437 -0.069
Cl -1.068 4.205 4.747 0.000
C -0.322 4.225 3.190 -0.003
C 0.660 5.182 2.914 0.010
C 1.209 5.117 1.631 0.000
C 0.774 4.196 0.722 0.014
N -0.202 3.262 0.987 0.012
C -0.715 3.302 2.260 0.002
H 0.987 5.888 3.655 0.000
H 1.979 5.814 1.336 0.000
H 1.218 4.174 -0.254 0.004
H -1.443 2.556 2.522 0.024
```

Output
spin multiplicity	4
max |F|	3.1	eV/Å
calculated total energy	-5624.26339	Ha
energy relative to the best compared isomer or geometry (same formula, charge and spin)	141.38	kcal per mole
total charge	0
LUMO (alpha / beta)	-0.89 / -0.90	eV